The following is a quantum chemistry calculation of an isolated ion of composition C4H5N2O3S and charge +1, from the Open Molecules 2025 dataset.

Results
SMILES: CS(=O)(=O)OC1=[N+]=CC=N1
Calculated total energy (eV): -24175.17909
Energy above the lowest of the compared OMol25 structures with the same formula, charge and spin (kcal per mole): 47.1
Max |F| (eV Å⁻¹): 8.329
Charge: +1

The geometry in XYZ format:
```
15
C4H5N2O3S | the Open Molecules 2025 dataset | ωB97M-V/def2-TZVPD
C 2.02 1.65 -0.33
S 1.50 -0.07 -0.21
O 1.73 -0.86 0.93
O 1.33 -0.84 -1.55
O -0.26 0.40 0.00
C -1.04 -0.59 0.16
N -0.60 -1.93 0.04
C -1.61 -2.56 0.51
C -2.70 -1.66 0.85
N -2.31 -0.45 0.51
H 2.14 1.93 -1.42
H 1.11 2.23 -0.12
H 2.90 1.77 0.23
H -1.62 -3.65 0.64
H -3.64 -1.83 1.21
```